1.
DFT (wB97M-V/def2-TZVPD) results for a structure of composition C4H12O3.

```
19
Properties=species:S:1:pos:R:3
C -0.58 -1.81 -2.24
C -0.25 -0.84 -1.26
C -0.55 -0.80 0.07
C -0.35 0.32 0.91
H -0.24 -1.59 -3.36
H -1.41 -2.33 -2.06
H 0.42 -0.04 -1.68
H 0.66 -0.49 0.64
H -0.89 0.22 1.90
H -2.88 2.90 -1.39
H 1.92 -1.20 1.59
H 1.76 -2.95 2.28
O 1.32 -2.21 1.81
H -0.27 1.43 0.61
H -0.25 3.58 1.29
O -0.81 2.91 1.01
H -2.30 3.39 -1.56
H 2.42 -0.30 0.27
O 2.27 -0.17 1.20
```

Values from the calculation:
Spin multiplicity   1
Orbital gap   0.1727 Ha
Net charge   0
Energy   -10471.72383 eV
F_max   6.9 eV/A

2.
DFT (wB97M-V/def2-TZVPD) results for a structure of composition C36H33N2O3Re.

```
75
Properties=species:S:1:pos:R:3
Re -0.09 -0.68 -0.49
O 1.79 -0.39 -0.65
C 2.03 0.20 -1.93
C 1.97 1.72 -1.80
C 0.76 2.35 -1.14
C 0.66 3.74 -1.18
C -0.37 4.36 -0.51
C -1.26 3.59 0.21
C -1.12 2.21 0.22
C -2.02 1.34 1.05
C -1.27 0.42 2.04
O -0.43 -0.51 1.35
C -2.28 -0.41 2.84
C -2.04 -1.76 3.10
C -2.95 -2.51 3.83
C -4.11 -1.93 4.32
C -4.34 -0.58 4.09
C -3.43 0.18 3.37
C -0.36 1.20 3.00
C -0.69 2.47 3.45
C 0.13 3.13 4.36
C 1.28 2.52 4.84
C 1.60 1.24 4.41
C 0.78 0.58 3.50
N -0.15 1.60 -0.49
C 3.44 -0.18 -2.37
C 4.35 -0.67 -1.44
C 5.66 -0.95 -1.84
C 6.06 -0.73 -3.14
C 5.14 -0.24 -4.07
C 3.84 0.03 -3.68
C 0.98 -0.39 -2.90
C 1.10 -1.74 -3.25
C 0.20 -2.32 -4.13
C -0.84 -1.57 -4.66
C -0.98 -0.23 -4.32
C -0.07 0.36 -3.45
H 2.84 2.01 -1.19
H 2.13 2.18 -2.78
H 1.40 4.30 -1.72
H -0.47 5.44 -0.53
H -2.06 4.04 0.79
H -2.69 1.98 1.61
H -2.64 0.72 0.41
H -1.12 -2.20 2.75
H -2.74 -3.55 4.03
H -4.82 -2.51 4.90
H -5.23 -0.10 4.49
H -3.62 1.23 3.24
H -1.58 2.97 3.11
H -0.14 4.12 4.70
H 1.91 3.03 5.55
H 2.49 0.75 4.78
H 1.04 -0.41 3.16
H 4.04 -0.84 -0.42
H 6.36 -1.34 -1.11
H 7.07 -0.95 -3.45
H 5.45 -0.08 -5.10
H 3.13 0.39 -4.42
H 1.91 -2.32 -2.84
H 0.31 -3.36 -4.40
H -1.54 -2.02 -5.36
H -1.78 0.36 -4.74
H -0.18 1.41 -3.21
N -3.90 -2.41 -0.59
C -2.59 -2.19 -0.57
O -2.15 -1.06 -0.90
C -1.63 -3.26 -0.14
C -0.20 -2.81 -0.48
H -4.53 -1.66 -0.83
H -4.28 -3.29 -0.30
H -1.92 -4.20 -0.61
H -1.78 -3.39 0.93
H 0.04 -3.18 -1.48
H 0.52 -3.25 0.20
```

Values from the calculation:
Spin multiplicity   2
Orbital gap (spin up / spin down)   0.2636 / 0.2635 Ha
Net charge   +1
Energy   -49115.82385 eV
F_max   1.1 eV/A

3.
DFT (wB97M-V/def2-TZVPD) results for the molecule C18H22N4O2.

```
46
Properties=species:S:1:pos:R:3
O -3.23 0.10 -3.67
O 4.65 -2.08 4.55
N -1.85 0.96 -2.40
N 3.25 -1.09 3.16
C -2.57 4.58 -5.74
C 2.99 1.84 7.10
C -2.83 3.39 -6.35
C -2.12 4.68 -4.44
C 4.08 0.99 7.28
C 2.45 1.98 5.79
C -2.71 2.16 -5.64
C -2.01 3.45 -3.71
C 4.51 0.05 6.34
C 2.85 0.95 4.93
C -2.38 2.16 -4.37
C 3.75 -0.03 5.09
N -2.42 0.97 -3.52
N 3.93 -1.11 4.21
C -1.65 -0.14 -1.42
C 2.70 -2.36 2.59
C -0.24 -0.27 -0.80
C 1.33 -2.18 2.08
C -0.10 -1.51 0.08
C 1.24 -1.43 0.78
H -2.57 5.49 -6.41
H 2.65 2.42 7.87
H -3.08 3.31 -7.48
H -1.98 5.69 -4.02
H 4.71 1.22 8.10
H 1.74 2.72 5.50
H -2.87 1.25 -6.12
H -1.87 3.58 -2.63
H 5.36 -0.72 6.39
H 2.22 0.85 4.00
H -1.70 -1.15 -1.98
H -2.47 -0.02 -0.69
H 3.40 -2.88 1.88
H 2.61 -3.09 3.42
H 0.62 -0.35 -1.52
H -0.06 0.72 -0.18
H 0.98 -3.17 1.90
H 0.76 -1.72 2.92
H -0.33 -2.45 -0.49
H -0.90 -1.41 0.78
H 2.08 -1.63 0.12
H 1.44 -0.39 1.07
```

Values from the calculation:
Structure (SMILES)   [O-]/[N+](=N\CCCCCC/N=[N+](\[O-])c1ccccc1)c1ccccc1
Spin multiplicity   1
Orbital gap   0.3148 Ha
Net charge   0
Energy   -29069.71999 eV
F_max   6.4 eV/A

4.
DFT (wB97M-V/def2-TZVPD) results for a cluster of 8 separate species, C28H42N6O2 in total.

```
78
Properties=species:S:1:pos:R:3
N -1.00 4.75 -10.27
C -1.45 3.77 -9.45
C -2.83 3.83 -9.43
C -3.23 4.70 -10.48
C -2.07 5.34 -10.88
H -0.02 4.95 -10.37
H -0.89 3.15 -8.76
H -3.49 3.27 -8.79
H -4.25 4.89 -10.75
H -1.96 6.17 -11.56
N -1.92 2.28 -5.30
C -0.55 2.33 -5.41
C -0.19 1.44 -6.40
C -1.36 0.81 -6.86
C -2.44 1.43 -6.25
H -2.49 2.88 -4.73
H 0.00 3.10 -4.90
H 0.82 1.34 -6.75
H -1.46 0.02 -7.59
H -3.49 1.32 -6.45
N -3.03 0.97 -11.53
C -1.69 1.11 -11.76
C -1.12 -0.11 -11.41
C -2.14 -0.99 -10.98
C -3.32 -0.28 -11.08
H -3.75 1.67 -11.57
H -1.27 2.03 -12.10
H -0.08 -0.37 -11.42
H -2.01 -1.95 -10.52
H -4.32 -0.57 -10.79
N 5.11 5.15 -7.69
C 4.42 5.12 -6.51
C 3.49 6.14 -6.53
C 3.64 6.81 -7.77
C 4.64 6.18 -8.46
H 5.86 4.53 -7.95
H 4.67 4.34 -5.81
H 2.69 6.32 -5.83
H 3.17 7.72 -8.10
H 5.13 6.36 -9.41
N 2.47 2.60 -12.17
C 3.05 2.04 -13.28
C 2.47 2.60 -14.40
C 1.42 3.43 -13.95
C 1.44 3.40 -12.59
H 2.68 2.34 -11.21
H 3.87 1.34 -13.26
H 2.69 2.27 -15.40
H 0.61 3.84 -14.55
H 0.79 3.87 -11.88
N 1.79 2.75 -8.75
C 1.45 1.56 -9.34
C 2.59 0.81 -9.50
C 3.66 1.61 -9.03
C 3.16 2.86 -8.71
H 1.11 3.46 -8.56
H 0.40 1.40 -9.55
H 2.61 -0.23 -9.81
H 4.72 1.45 -9.15
H 3.69 3.77 -8.47
C 0.12 6.00 -7.07
C -1.30 6.51 -6.82
O -1.91 6.79 -8.05
H 0.69 6.73 -7.66
H 0.03 5.06 -7.62
H 0.76 5.76 -6.23
H -1.27 7.43 -6.23
H -1.80 5.73 -6.25
H -1.79 6.03 -8.62
C 6.69 3.22 -10.44
C 7.83 4.10 -9.91
O 8.02 3.86 -8.50
H 6.60 3.25 -11.52
H 5.75 3.46 -9.94
H 6.89 2.18 -10.14
H 7.56 5.16 -9.97
H 8.79 3.85 -10.36
H 8.47 3.02 -8.38
```

Values from the calculation:
Structure (SMILES)   c1cc[nH]c1.c1cc[nH]c1.c1cc[nH]c1.c1cc[nH]c1.c1cc[nH]c1.c1cc[nH]c1.CCO.CCO
Spin multiplicity   1
Orbital gap   0.3179 Ha
Net charge   0
Energy   -42750.25239 eV
F_max   2.1 eV/A

Computed values of energy above the lowest of the compared OMol25 structures with the same formula, charge and spin (unit: eV) for the preceding records, in sequence: 13.415 0.000 10.703 2.423.